# 1
{
  "formula": "C23H62F3NO28P6",
  "method": "the ωB97M-V functional and the def2-TZVPD basis",
  "de_lowest_kj_mol": 295.8,
  "lumo_ha": 0.00446,
  "homo_energy_ev": -10.466,
  "symbols": ["P", "P", "P", "P", "P", "P", "F", "F", "F", "O", "O", "O", "O", "O", "O", "O", "O", "O", "O", "O", "O", "O", "O", "O", "O", "O", "O", "O", "O", "O", "O", "O", "O", "O", "O", "O", "O", "N", "C", "C", "C", "C", "C", "C", "C", "C", "C", "C", "C", "C", "C", "C", "C", "C", "C", "C", "C", "C", "C", "C", "C", "H", "H", "H", "H", "H", "H", "H", "H", "H", "H", "H", "H", "H", "H", "H", "H", "H", "H", "H", "H", "H", "H", "H", "H", "H", "H", "H", "H", "H", "H", "H", "H", "H", "H", "H", "H", "H", "H", "H", "H", "H", "H", "H", "H", "H", "H", "H", "H", "H", "H", "H", "H", "H", "H", "H", "H", "H", "H", "H", "H", "H", "H"],
  "positions_angstrom": [[-0.5816, -2.9067, -6.2398], [-0.4394, 6.1536, 4.2694], [-5.7156, -0.0043, -2.6409], [-2.6127, -4.8609, 1.7838], [0.6250, -0.4906, 1.1609], [6.5918, -0.5989, 4.0508], [-1.5431, 4.2121, -0.2939], [-2.5992, 2.8482, -1.5725], [-1.5099, 2.0248, 0.0905], [6.6627, 0.6613, 4.8525], [-1.5972, -3.8360, 2.6507], [-0.7698, 7.0863, 5.3500], [1.0445, -2.0234, 1.0950], [0.9663, 5.3537, 4.3925], [-0.3205, 6.8836, 2.8324], [5.7599, 2.9138, 0.0028], [-4.3528, -0.9256, -2.7277], [-3.1582, -3.8315, 0.6209], [-0.6784, -2.9054, -4.5681], [-1.9655, -2.3547, -6.7966], [-3.6731, -5.4325, 2.6442], [7.9979, -1.2088, 3.5990], [5.0994, 4.0800, 1.6765], [-6.7511, -0.4258, -3.6098], [0.4308, -1.7368, -6.6840], [5.8272, -0.5247, 2.5582], [5.8217, -1.8848, 4.7691], [-6.0712, -0.1338, -1.0378], [-0.2694, 1.9757, -2.7283], [-0.1260, -4.2027, -6.8887], [-0.6095, -0.5000, 2.2363], [-1.6011, -5.8010, 0.9602], [0.7903, 3.5642, -1.5112], [-5.2181, 1.4770, -2.8543], [-1.5699, 5.0244, 3.9334], [1.6688, 0.5421, 1.3820], [-0.1018, -0.2669, -0.2559], [4.8252, 3.3974, 0.6849], [-5.8614, 2.6077, -2.3143], [-5.2706, 0.4091, 0.0947], [-3.9847, -1.7372, -3.8637], [-0.2465, 2.8693, -1.6932], [-2.9708, -3.3350, -7.1506], [0.3801, -3.3338, -3.7639], [6.4171, -2.5666, 5.9244], [-1.0116, 0.6966, 2.9312], [-0.9451, -1.2352, -0.7917], [0.5447, -1.3172, -8.0354], [-1.5105, 2.9809, -0.8398], [2.1942, 6.0716, 4.1980], [1.4669, -2.6429, 2.2836], [9.3003, -0.5090, 3.7444], [-2.0547, -3.1029, 3.7375], [-0.8198, -5.3126, -0.1141], [4.6596, 0.2219, 2.4512], [-0.1513, 6.0955, 1.6502], [-4.1913, -4.1977, -0.2602], [-1.9643, 3.9712, 4.8251], [3.4197, 3.2373, 0.2617], [0.6736, 0.4157, -4.1911], [0.7722, 1.8226, -3.6203], [-1.0224, -5.8934, -1.0139], [3.0367, 2.3116, 0.6913], [-6.7606, 2.3809, -1.7415], [-3.0340, -2.2643, -3.7827], [0.7907, -3.4346, 2.6063], [3.4456, 3.2619, -0.8277], [-5.1957, 3.0388, -1.5666], [-3.7644, -3.4083, -6.4069], [2.6842, 5.5997, 3.3463], [-0.3523, 5.0399, 1.8331], [-0.9063, 6.4375, 0.9424], [-5.2604, -0.3067, 0.9166], [0.2164, -5.5216, 0.1520], [-0.6678, -1.7437, -1.7151], [-6.0901, 3.2938, -3.1299], [-4.8048, -2.4264, -4.0650], [3.8038, -0.4085, 2.6928], [5.7978, -2.4193, 6.8092], [-4.2282, 0.4004, -0.2237], [-3.9161, -4.5413, -1.2574], [-2.8850, 4.3294, 5.2857], [2.9475, 5.9052, 4.9680], [0.6056, -0.2333, -8.1322], [-2.8891, -2.4815, 3.4124], [1.3842, -1.8236, -8.5118], [0.7139, -2.5411, -3.0944], [1.6845, 1.8760, -3.0262], [-0.2254, 0.3595, -4.8049], [-2.6358, -4.3720, -7.1714], [-2.3895, -3.7187, 4.5723], [9.9039, -0.5545, 2.8379], [-1.8885, -0.7251, -0.9863], [-1.2253, -2.0320, -0.1027], [-0.9006, -4.2292, -0.2022], [-2.0954, 0.7869, 2.8588], [-0.7048, 1.6051, 2.4128], [6.6601, -3.5904, 5.6402], [-4.7103, -5.0660, 0.1458], [0.7927, -0.4238, -3.5062], [-3.4094, -3.0486, -8.1065], [-0.6874, 0.5686, 3.9640], [-1.2923, -2.5110, 4.2438], [-4.9054, -3.3768, -0.3260], [1.4076, -1.9793, 3.1462], [-5.6195, 1.3923, 0.4106], [0.7547, 2.5090, -4.4668], [7.3619, -2.0759, 6.1586], [0.8465, 6.2327, 1.2335], [4.5663, 1.0412, 3.1641], [4.5216, 0.6701, 1.4673], [-2.1021, 2.9943, 4.3618], [-3.9649, -1.1127, -4.7569], [1.2584, -3.7116, -4.2872], [9.1250, 0.5446, 3.9618], [1.5026, 0.4196, -4.8987], [9.7698, -0.8859, 4.6530], [2.4645, -3.0520, 2.1238], [2.0943, 7.1145, 3.8973], [-1.3474, 3.8854, 5.7196], [-0.3297, -1.5239, -8.6524], [0.0215, -4.1533, -3.1411], [2.9269, 4.1396, 0.6238]],
  "forces_ev_per_angstrom": [[2.1, -2.1, -1.3], [-0.1, 0.0, -0.9], [0.5, -1.8, 0.4], [0.2, 2.2, 0.6], [-0.7, 1.1, -0.1], [-0.6, -0.1, -0.6], [0.0, -0.9, 0.2], [-0.5, -0.2, -0.3], [-0.2, 0.5, 0.3], [-0.3, -1.8, -1.1], [-0.1, -2.2, -2.5], [0.2, -0.6, -0.4], [-0.7, 1.1, -0.5], [-1.2, 0.4, 0.3], [-0.2, -0.5, 1.1], [-2.4, 0.2, 0.7], [-0.4, 0.9, 0.5], [1.5, -0.3, 1.2], [-0.7, 1.0, -3.5], [-0.1, -0.8, 0.9], [1.4, 0.0, -1.3], [0.6, 0.4, 0.1], [-1.3, -0.8, -0.8], [0.7, 0.2, 1.4], [-0.9, 0.1, 1.5], [2.3, -0.4, 2.5], [0.9, 1.1, -0.6], [0.3, 0.6, -0.6], [-3.7, 1.4, 2.9], [-1.3, 2.2, 2.0], [1.2, -0.1, -1.0], [-1.6, 0.2, 1.6], [-4.0, -2.0, 0.2], [0.7, -0.7, 0.0], [1.6, 0.0, 0.1], [-1.1, -1.1, 0.0], [1.9, -0.1, 0.7], [3.8, 0.6, 0.2], [-0.2, 0.6, 0.7], [0.4, -1.0, -1.5], [-1.5, 0.6, -0.9], [5.8, 1.2, -2.3], [-0.8, -0.5, 0.2], [1.0, -0.8, 0.9], [0.7, 1.3, -0.8], [-0.4, -0.1, -0.5], [-2.5, -0.8, -0.1], [-0.3, -0.1, -1.1], [0.4, 0.4, -0.4], [1.0, -0.6, -1.3], [0.2, -0.8, 1.4], [-1.4, 0.6, 0.8], [-1.3, 0.4, 1.4], [1.2, 0.1, 0.2], [-1.9, 0.7, 0.6], [-0.4, -0.1, -0.2], [-1.5, -1.0, 0.2], [-0.5, 1.1, 1.4], [0.3, 0.6, -0.3], [0.3, 0.9, -1.0], [1.7, -1.6, 0.3], [-0.4, 0.3, 0.0], [-0.2, 0.1, -0.1], [-0.3, -0.3, -0.4], [-0.1, 0.3, 0.7], [-0.1, -0.2, -0.7], [-0.2, -0.4, 0.2], [0.2, 0.4, -0.3], [0.0, 0.8, 0.2], [-0.1, -0.1, -0.3], [0.2, 0.0, 0.1], [0.2, 0.1, -0.1], [-0.7, 0.0, -0.1], [0.1, 0.0, 0.0], [0.8, 0.5, 0.0], [0.1, 0.0, 0.2], [0.1, -0.3, 0.2], [-0.1, -0.1, -0.4], [-0.3, -0.4, -0.3], [0.1, 0.6, -0.1], [0.8, 0.5, -0.1], [-0.5, -0.4, -0.3], [-0.7, 0.3, 0.6], [0.5, 0.0, 0.6], [0.1, 0.3, 0.3], [0.1, 0.2, 0.2], [-0.1, 0.2, -0.2], [0.3, 0.5, -0.4], [-0.1, -0.4, 0.2], [0.8, 0.3, -0.4], [-0.4, -0.5, -0.3], [-0.3, -0.6, 0.1], [-0.1, 0.0, -0.3], [0.3, 0.1, 0.4], [-0.2, -0.2, -0.4], [-0.2, -0.5, 0.3], [0.8, -0.1, 0.4], [-0.5, 0.0, 0.2], [-0.3, 0.1, 0.2], [-0.2, 0.4, 0.1], [0.2, 0.0, 0.1], [0.0, 0.6, -0.1], [0.5, 0.2, -0.9], [0.2, 0.0, -0.1], [0.6, 0.4, -0.1], [-0.1, -0.2, -0.2], [-0.1, 0.5, 0.4], [0.1, 0.0, 0.0], [0.0, 0.0, 0.1], [0.5, 0.2, 0.2], [0.4, -0.5, -0.1], [0.2, 0.4, -0.4], [0.3, 0.1, 0.0], [-0.2, 0.1, -0.4], [-0.2, 0.0, -0.2], [0.1, -0.6, -0.1], [0.2, -0.4, -0.4], [0.0, 0.2, 0.2], [-0.4, 0.0, 0.6], [0.7, -0.1, -0.4], [-0.3, -0.5, 0.3], [-0.1, 0.0, 0.0], [-0.2, -0.4, 0.1]]
}


# 2
{
  "formula": "C6H16N2",
  "method": "the ωB97M-V functional and the def2-TZVPD basis",
  "de_lowest_kj_mol": 255.4,
  "lumo_ha": 0.03671,
  "homo_energy_ev": -7.586,
  "symbols": ["N", "N", "C", "C", "C", "C", "C", "C", "H", "H", "H", "H", "H", "H", "H", "H", "H", "H", "H", "H", "H", "H", "H", "H"],
  "positions_angstrom": [[-0.3475, 0.5882, 1.3567], [1.7504, -0.6278, -0.5832], [0.0656, -0.5064, -0.8301], [2.1414, -1.3129, 0.6248], [2.5111, 0.5840, -0.7955], [-0.4623, 0.6250, -0.0416], [-3.1615, 0.2714, 0.4490], [-2.1424, 0.2652, -0.6723], [-2.3176, -0.6163, -1.2945], [0.4044, 1.1589, 1.7229], [-4.1838, 0.3334, 0.0592], [0.0340, -0.3378, -1.9040], [-0.3892, -0.3372, 1.7648], [3.1986, -1.6177, 0.5922], [-3.0911, -0.6415, 1.0497], [-0.2745, -1.4917, -0.5124], [-0.2126, 1.6082, -0.4401], [-3.0252, 1.1330, 1.1100], [3.5788, 0.3633, -0.9450], [2.4439, 1.2962, 0.0442], [-2.2929, 1.1185, -1.3410], [1.5705, -2.2417, 0.7496], [2.0231, -0.7102, 1.5429], [2.1790, 1.0959, -1.7063]],
  "forces_ev_per_angstrom": [[-0.3, 0.2, 0.7], [-2.1, -0.5, -0.9], [5.9, 0.1, 0.9], [-0.1, -0.2, 0.2], [-0.4, 0.0, -0.1], [-3.7, -1.7, -2.3], [-0.1, 0.2, 0.1], [0.8, 2.2, 1.2], [0.9, -0.2, 0.2], [-0.1, -0.3, 0.0], [0.1, -0.1, 0.0], [-0.4, -0.2, 0.1], [0.2, 0.2, 0.0], [-0.1, 0.2, -0.2], [0.0, 0.1, 0.0], [-0.1, 0.2, -0.1], [0.0, -0.2, 0.1], [0.1, -0.2, 0.0], [-0.2, -0.1, 0.1], [0.0, 0.1, 0.0], [-0.2, 0.0, 0.1], [0.0, 0.2, 0.0], [0.0, 0.0, 0.0], [-0.1, -0.1, 0.1]]
}